Arrangement one

The following is a DFT calculation (ωB97M-V with the def2-TZVPD basis set) of the molecule C2H6N2.

As for the molar mass: 58.1 g/mol. Its charge is 0. As for the HOMO-LUMO gap: 9.58 eV.

Cartesian coordinates (Å):
N1 -0.05 -0.26 -0.27
N2 -0.17 0.58 0.77
C1 -1.32 0.95 1.14
C2 1.27 -0.62 -0.78
H1 1.79 0.34 -1.01
H2 -0.82 -0.83 -0.59
H3 -1.33 1.62 2.03
H4 -2.25 0.59 0.73
H5 1.82 -1.38 -0.19
H6 1.05 -0.98 -1.84

=====

Arrangement two

The following is a DFT calculation (ωB97M-V with the def2-TZVPD basis set) of the molecule C2H6N2.

As for the molar mass: 58.1 g/mol. Its charge is 0. As for the HOMO-LUMO gap: 9.85 eV.

Cartesian coordinates (Å):
N1 -1.34 -0.05 -1.25
N2 1.44 0.16 1.24
C1 -0.03 -0.19 -0.70
C2 0.27 0.44 0.43
H1 -0.56 0.86 0.99
H2 -1.38 -0.18 -2.24
H3 -1.96 -0.72 -0.84
H4 0.72 -0.71 -1.28
H5 1.64 0.99 1.78
H6 1.21 -0.61 1.86

=====

Stability, highest: arrangement two

=====

Arrangement one

The following is a DFT calculation (ωB97M-V with the def2-TZVPD basis set) of the ion C4H13N2 with charge +1.

As for the molar mass: 89.2 g/mol. Its charge is +1. As for the HOMO-LUMO gap: 11.72 eV.

Cartesian coordinates (Å):
N1 -0.79 0.88 -0.31
N2 0.41 0.03 -0.01
C1 0.50 -1.19 -0.81
C2 -2.14 0.39 0.16
C3 0.36 -0.19 1.43
C4 1.54 0.94 -0.45
H1 2.42 0.61 0.15
H2 -0.56 -0.40 1.93
H3 -3.00 0.56 -0.61
H4 0.46 0.89 1.69
H5 1.67 0.71 -1.53
H6 1.49 -1.56 -1.10
H7 -0.91 1.12 -1.30
H8 -0.11 -1.05 -1.70
H9 1.17 -0.82 1.84
H10 0.02 -2.08 -0.29
H11 -2.08 -0.61 0.54
H12 1.07 1.89 -0.24
H13 -2.35 1.18 0.89

=====

Arrangement two

The following is a DFT calculation (ωB97M-V with the def2-TZVPD basis set) of a cluster of 3 separate species, C4H13N2 in total.

As for the molar mass: 89.2 g/mol. Its charge is +1. As for the HOMO-LUMO gap: 4.22 eV.

Cartesian coordinates (Å):
N1 1.28 0.16 -0.33
N2 -0.19 -1.30 -1.80
C1 -1.42 2.13 1.58
C2 1.05 -0.54 0.85
C3 -1.45 3.24 2.31
C4 0.30 -2.55 -2.33
H1 0.13 -0.09 1.28
H2 -0.71 2.08 0.76
H3 -2.01 1.27 1.84
H4 1.17 -2.96 -1.83
H5 -2.00 3.34 3.24
H6 0.49 -0.67 -1.26
H7 2.28 0.38 -0.43
H8 -0.98 4.14 1.95
H9 0.46 -2.57 -3.40
H10 -0.43 -0.70 -2.60
H11 0.73 -1.57 0.65
H12 1.82 -0.50 1.61
H13 -0.49 -3.29 -2.10

=====

Arrangement three

The following is a DFT calculation (ωB97M-V with the def2-TZVPD basis set) of a cluster of 2 separate species, C4H13N2 in total.

As for the molar mass: 89.2 g/mol. Its charge is +1. As for the HOMO-LUMO gap: 4.64 eV.

Cartesian coordinates (Å):
N1 -0.48 2.88 -1.65
N2 0.01 0.14 0.95
C1 0.91 -0.80 0.47
C2 0.43 0.96 1.96
C3 -0.99 -2.24 -0.53
C4 0.37 -1.53 -0.77
H1 1.39 1.42 1.75
H2 -1.70 -1.45 -0.26
H3 0.15 -0.75 -1.50
H4 -0.29 1.72 2.24
H5 -0.97 -2.92 0.32
H6 -0.51 3.28 -0.72
H7 1.08 -2.24 -1.17
H8 1.02 -1.57 1.26
H9 -1.20 -2.79 -1.44
H10 0.67 0.39 2.88
H11 -0.49 3.60 -2.35
H12 1.88 -0.33 0.23
H13 -1.27 2.25 -1.68

=====

Stability, highest: arrangement one

=====

Arrangement one

The following is a DFT calculation (ωB97M-V with the def2-TZVPD basis set) of a structure of composition C3H4IN.

As for the molar mass: 181.0 g/mol. Its charge is 0. As for the HOMO-LUMO gap: 8.57 eV.

Cartesian coordinates (Å):
I1 0.16 -3.15 0.90
N1 0.85 -1.33 0.37
C1 -0.04 -0.17 0.90
C2 0.57 -0.88 -0.89
C3 -0.14 0.17 -0.50
H1 0.48 0.62 1.54
H2 -0.99 -0.62 1.46
H3 -0.51 1.04 -0.94
H4 0.66 -1.43 -1.77

=====

Arrangement two

The following is a DFT calculation (ωB97M-V with the def2-TZVPD basis set) of the molecule C3H4IN.

As for the molar mass: 181.0 g/mol. Its charge is 0. As for the HOMO-LUMO gap: 9.48 eV.

Cartesian coordinates (Å):
I1 0.96 1.49 2.42
N1 -1.76 -1.10 2.65
C1 0.37 -0.22 -0.23
C2 -0.36 0.34 1.03
C3 -1.19 -0.55 1.82
H1 0.41 0.68 -0.88
H2 -1.08 1.33 0.68
H3 -0.16 -1.10 -0.65
H4 1.27 -0.46 0.21

=====

Arrangement three

The following is a DFT calculation (ωB97M-V with the def2-TZVPD basis set) of a cluster of 2 separate species, C3H4IN in total.

As for the molar mass: 181.0 g/mol. Its charge is 0. As for the HOMO-LUMO gap (alpha / beta): 8.61 / 8.07 eV.

Cartesian coordinates (Å):
I1 -1.58 1.76 -1.01
N1 -1.03 -2.13 -0.99
C1 0.39 0.29 0.97
C2 -0.29 0.22 -0.36
C3 -0.62 -1.06 -0.82
H1 0.02 1.03 1.64
H2 1.28 -0.02 -1.62
H3 1.41 0.66 0.78
H4 0.42 -0.76 1.41

=====

Stability, highest: arrangement two